(1)
Here is C3LuO2 as an isolated structure in a non-equilibrium geometry from OMol25. Energies are from ωB97M-V with the def2-TZVPD basis set.

Positions of all 6 atoms, in Å:
C -2.220626 0.376578 -0.010520
C -1.495570 -0.668347 0.050318
O -0.137077 -0.907186 0.096480
C 0.682376 0.185170 0.090515
O 0.111088 1.268441 -0.038383
Lu 3.059810 -0.254655 -0.188411

Forces on the atoms, in the same order (eV/Å):
-1.1 0.6 -0.1
2.6 -0.4 0.2
-1.0 -1.4 0.1
-1.5 2.4 -0.9
2.5 -1.5 0.4
-1.5 0.4 0.2

- HOMO energy (spin up / spin down): -0.4827 / -0.4969 hartree
- HOMO-LUMO gap (spin up / spin down): 7.12 / 5.71 eV
- Charge: +1
- LUMO level (spin up / spin down): -6.01 / -7.81 eV

***

(2)
Here is a 2-piece molecular cluster, C5H5N3 overall in a non-equilibrium geometry from OMol25. Energies are from ωB97M-V with the def2-TZVPD basis set.

Positions of all 13 atoms, in Å:
C 0.739188 -0.298752 1.277380
N -0.565346 -1.746321 -0.709270
C 0.434053 0.928204 0.897821
C -1.163271 0.493252 -0.983824
C 0.422282 2.233320 0.863144
N -1.051523 -0.675380 -1.156347
C -0.036581 -2.664665 -1.495986
N 0.466083 -3.529262 -2.077272
H 0.056061 -0.900152 1.861112
H 1.666067 -0.769807 0.978127
H -1.799213 1.324861 -1.182733
H 0.786083 2.807029 1.706491
H 0.046118 2.797673 0.021356

Forces on the atoms, in the same order (eV/Å):
-0.5 0.2 -0.3
-0.4 -0.4 0.9
0.8 -0.3 0.8
-0.2 -1.1 -0.8
-0.3 0.2 -0.3
0.6 1.4 0.5
0.2 -0.4 -0.9
-0.1 0.2 0.1
-0.1 0.0 -0.1
0.1 0.1 0.0
-0.2 0.2 0.1
0.2 -0.1 0.0
-0.1 0.0 0.0

- HOMO energy (spin up / spin down): -0.3431 / -0.3431 hartree
- HOMO-LUMO gap (spin up / spin down): 8.84 / 8.84 eV
- LUMO level (spin up / spin down): -0.50 / -0.50 eV

***

(3)
Here is C2H10BCsO as an isolated structure in a non-equilibrium geometry from OMol25. Energies are from ωB97M-V with the def2-TZVPD basis set.

Positions of all 15 atoms, in Å:
Cs 0.859131 1.722119 2.317891
B -2.494759 1.294909 0.667471
H -1.734439 0.896249 1.321091
H -2.268069 0.880119 -0.302469
H -3.439689 0.975399 1.078891
H -2.355489 2.357589 0.542771
C 2.066821 -1.397111 -1.008729
C 1.054001 -0.574061 -0.278749
O -0.315889 -0.969411 -0.486889
H 3.002631 -0.847421 -1.109699
H 1.688061 -1.562231 -2.017379
H 2.258721 -2.381761 -0.582409
H 1.027101 0.421419 -0.721929
H 1.585711 -0.462051 0.666161
H -0.933849 -0.353751 -0.086019

Forces on the atoms, in the same order (eV/Å):
-0.3 0.2 0.1
-0.1 0.1 -0.1
3.3 -1.6 3.0
0.5 -1.9 -4.0
-3.8 -1.0 1.3
0.4 4.3 -0.1
-0.5 -0.6 -1.5
-0.6 1.3 -1.2
1.9 -1.7 0.7
0.0 0.0 0.2
0.1 -0.1 -0.2
0.0 0.1 0.3
0.7 0.4 0.0
-1.3 -0.2 1.2
-0.4 0.7 0.3

- HOMO energy (spin up / spin down): -0.0182 / -0.2182 hartree
- 2S+1: 2
- Expectation value of S²: 0.750
- HOMO-LUMO gap (spin up / spin down): 2.87 / 8.71 eV
- Charge: -1
- LUMO level (spin up / spin down): 2.38 / 2.77 eV

***

(4)
Here is a 3-piece molecular cluster, BrClFHN3O overall in a non-equilibrium geometry from OMol25. Energies are from ωB97M-V with the def2-TZVPD basis set.

Positions of all 8 atoms, in Å:
N 1.992101 0.494418 0.477326
N 1.253728 -0.291056 0.141042
N 0.969150 -1.502130 -0.067098
O 2.578111 1.553835 0.286749
F -0.797233 0.654230 -0.404007
Cl -3.277661 0.379657 -0.436075
Br -0.613412 -2.118443 0.511902
H -2.104784 0.829492 -0.509838

Forces on the atoms, in the same order (eV/Å):
2.5 1.9 1.4
-2.8 -2.9 -0.9
2.2 1.0 -0.7
-0.5 0.1 -0.3
1.1 0.8 -0.1
-5.1 -1.1 0.1
-1.5 -0.3 0.6
4.0 0.6 0.0

- HOMO energy: -0.1898 hartree
- HOMO-LUMO gap: 8.62 eV
- Charge: -1
- LUMO level: 3.45 eV

***

These records have energy values of -40808.6902 -9730.1172 -5504.9258 -91812.2865 eV, in the order they appear.